Formula: C24H17AsN5O3ReS5
Source: OMol25
Level of theory: the ωB97M-V functional and the def2-TZVPD basis

Element x y z (Å)
Re 1.25 -0.05 0.93
C 1.59 1.28 -4.33
C 0.29 1.15 -3.86
C 0.03 1.19 -2.50
C 1.10 1.36 -1.63
C 2.40 1.51 -2.08
C 2.64 1.47 -3.44
N 0.81 1.39 -0.20
C 0.04 2.48 0.26
C -0.15 3.66 -0.45
C -0.92 4.65 0.14
C -1.51 4.48 1.39
C -1.32 3.30 2.10
C -0.53 2.32 1.52
N -0.23 1.08 2.07
N -0.68 0.72 3.16
C -0.21 -0.54 3.52
C -0.66 -1.15 4.67
C -0.18 -2.41 4.98
C 0.73 -3.02 4.12
C 1.14 -2.35 2.98
N 0.69 -1.13 2.68
H 1.78 1.24 -5.39
H -0.53 1.01 -4.55
H -0.98 1.12 -2.12
H 3.21 1.66 -1.38
H 3.65 1.59 -3.81
H 0.29 3.80 -1.42
H -1.07 5.58 -0.39
H -2.11 5.27 1.82
H -1.76 3.15 3.08
H -1.37 -0.63 5.29
H -0.51 -2.92 5.88
H 1.12 -4.01 4.32
H 1.84 -2.80 2.29
S 5.83 2.68 1.69
As 4.59 1.14 1.51
S 2.71 1.11 2.47
S 2.79 -1.24 -0.11
S 4.78 -0.55 0.27
O -1.96 0.21 0.24
C -1.50 -0.81 -0.20
N -0.23 -1.28 0.15
S 0.12 -2.72 -0.61
O 0.21 -3.79 0.33
O 1.31 -2.46 -1.38
C -1.32 -2.76 -1.58
C -1.72 -3.72 -2.49
C -2.98 -3.56 -3.06
C -3.79 -2.49 -2.71
C -3.38 -1.54 -1.78
C -2.13 -1.69 -1.22
H -1.09 -4.56 -2.74
H -3.33 -4.28 -3.78
H -4.77 -2.39 -3.17
H -4.02 -0.71 -1.49

Summary:
**LUMO level (alpha / beta)**: -8.401 / -8.402 eV
**Total charge**: +2
**Kohn-Sham gap (alpha / beta)**: 6.1 / 6.1 eV